1.
Density functional theory data (ωB97M-V/def2-TZVPD) for a structure of composition C6H13AlO3 in a non-equilibrium geometry.

```
23
C6H13AlO3 (ωB97M-V/def2-TZVPD)
Al -2.04 -0.49 1.48
O 0.74 -0.83 -1.74
O -0.85 -0.21 0.32
O -1.70 2.15 1.71
C -1.95 1.45 2.82
C 1.55 -0.93 -2.89
C 1.06 -2.04 -0.68
C -0.39 2.06 1.13
C -0.10 -1.35 -0.12
C -0.42 1.11 -0.05
H -0.13 3.06 0.78
H -0.77 -2.22 -0.03
H 2.60 -0.72 -2.64
H -1.12 1.46 -0.82
H 0.98 -1.08 0.59
H 2.15 -1.92 -0.55
H 1.45 -1.93 -3.35
H 1.19 -0.18 -3.60
H 0.60 1.09 -0.45
H 0.34 1.74 1.88
H 0.83 -3.11 -0.52
H -2.93 1.69 3.26
H -1.10 1.20 3.47
```

E_LUMO (alpha / beta)	-14.531 / -15.575	eV
Kohn-Sham gap (alpha / beta)	7.6356 / 6.5924	eV
F_max	5.05	eV/A
expectation value of S²	0.761
spin multiplicity	2
HOMO energy (alpha / beta)	-0.815 / -0.815	Ha
net charge	+3

---

2.
Density functional theory data (ωB97M-V/def2-TZVPD) for an isolated molecule of C5H5NO in a non-equilibrium geometry.

```
12
C5H5NO (ωB97M-V/def2-TZVPD)
O -1.80 -1.61 -0.14
N 1.10 -1.43 -1.80
C 1.22 -0.44 -1.21
C 1.34 0.79 -0.35
C -0.75 0.28 0.82
C -1.64 -0.89 0.82
C -0.16 0.79 -0.27
H -2.04 -1.16 1.82
H 1.85 1.67 -0.78
H -0.33 0.60 1.77
H -0.63 0.94 -1.23
H 1.84 0.47 0.57
```

E_LUMO	-0.587	eV
Kohn-Sham gap	9.1146	eV
energy above the lowest of the compared OMol25 structures with the same formula, charge and spin	275.9	kJ/mol
SMILES string	N#CC/C=C/C=O
F_max	1.89	eV/A
spin multiplicity	1
HOMO energy	-0.357	Ha
net charge	0

---

Molecular weight values (in Da) by entry order: 160.15 95.10.